(1)
# C42H128O22

22 unconnected molecules or ions with the total composition C42H128O22 (ωB97M-V/def2-TZVPD, the Open Molecules 2025 dataset).

HOMO = -9.36 eV
E_tot = -90670.9353 eV
total charge = 0

XYZ file:
```
192
Properties=species:S:1:pos:R:3:forces:R:3
O 4.164444 -3.068336 -3.029880 -0.61 0.45 -0.99
H 3.527268 -3.384368 -3.713039 0.71 0.26 0.82
H 4.156108 -2.089351 -3.158135 -0.13 -0.61 0.09
O 0.320516 -0.787352 -5.313859 2.71 0.19 -3.20
H -0.223431 -1.214393 -5.980073 0.10 -0.06 -0.18
H -0.256301 -0.741609 -4.620954 -2.57 0.04 3.24
C 1.921343 4.279945 0.572730 1.14 -0.07 1.32
C 2.879100 3.308062 -0.132935 -1.55 0.26 0.46
C 4.000702 4.084252 -0.782864 -0.68 -0.58 -1.35
O 3.232436 2.275120 0.786903 0.56 0.31 -0.02
H 2.439169 4.810424 1.376262 0.43 -0.09 0.07
H 1.121128 3.788926 1.109088 -0.44 -0.35 -0.37
H 1.570266 5.069197 -0.050110 -0.53 0.24 -0.84
H 2.218528 2.819676 -0.859080 0.44 -0.03 -0.59
H 4.874431 3.522545 -1.036491 0.52 -0.76 -0.11
H 4.333645 4.911924 -0.235532 0.37 1.14 1.31
H 3.633892 4.509418 -1.725425 -0.10 -0.17 0.07
H 4.167949 1.998933 0.710575 -0.04 0.09 -0.05
C -1.073686 -4.003450 -4.686956 -0.30 -1.25 -0.01
C -1.168569 -3.098907 -3.492739 -1.22 0.50 0.44
C 0.116875 -2.926000 -2.771172 1.09 -0.67 1.06
O -1.687822 -1.812952 -3.909042 0.50 -0.31 0.28
H -2.019455 -3.999531 -5.230417 0.03 0.19 -0.13
H -0.982753 -5.048735 -4.316263 0.35 0.52 -0.36
H -0.249857 -3.758650 -5.377333 -0.24 -0.05 0.38
H -1.890569 -3.520994 -2.725650 0.58 0.29 -1.05
H 0.527419 -3.923519 -2.504836 -0.32 0.53 0.24
H -0.001957 -2.298153 -1.889898 -0.25 -0.28 0.37
H 0.931886 -2.445052 -3.272443 0.21 0.37 -1.11
H -2.554902 -1.698342 -3.512666 -0.63 0.27 -0.16
C -1.306124 -5.311671 -0.612586 -0.05 -1.37 -0.22
C -0.056427 -4.968409 0.144724 0.71 -1.65 -0.41
C -0.285674 -5.239450 1.620738 0.69 -0.36 -0.08
O 0.983098 -5.838583 -0.439125 -0.62 0.84 0.61
H -2.183656 -4.795769 -0.274363 -0.24 0.64 -0.15
H -1.558275 -6.369296 -0.389638 0.37 0.30 -0.30
H -1.099270 -5.234096 -1.683561 -0.45 0.09 0.17
H 0.227417 -3.945513 -0.012015 0.19 0.67 -0.05
H -1.129016 -4.582580 1.873095 0.25 -0.25 0.58
H 0.630132 -5.007740 2.216414 -0.90 -0.13 -0.33
H -0.547338 -6.321054 1.751735 0.12 0.93 0.03
H 1.742159 -5.282357 -0.681811 0.08 -0.03 0.19
C 0.190700 0.258302 0.126009 0.21 -0.84 1.67
C 1.022096 -0.545623 1.163024 0.49 -0.09 -0.39
C 1.993143 -1.579795 0.525392 -0.07 -0.67 0.37
O 1.805919 0.332937 1.990587 -0.35 0.57 -0.60
H 0.824136 0.507926 -0.699397 0.16 0.48 -0.67
H -0.232229 1.102792 0.654259 0.26 0.68 -0.15
H -0.684989 -0.294774 -0.174744 -0.11 -0.53 -0.53
H 0.352400 -1.059459 1.852740 -0.12 -0.02 0.03
H 2.981461 -1.095766 0.449777 -0.27 -0.36 0.08
H 1.741175 -1.976301 -0.468534 -0.26 0.44 0.09
H 2.069418 -2.517887 1.140653 0.20 1.04 -0.28
H 2.234327 1.020677 1.403124 -0.27 -0.65 0.71
C -5.318230 -0.766879 -5.609872 0.43 -0.97 -1.23
C -5.514894 -1.395424 -4.240467 -0.98 0.05 1.27
C -5.742089 -2.919568 -4.170278 -0.24 1.61 0.47
O -4.354380 -1.050111 -3.462113 -0.60 0.16 1.14
H -4.283086 -1.016251 -6.004401 -1.13 0.30 0.52
H -5.424047 0.305210 -5.551102 0.22 0.42 0.12
H -6.051524 -1.081895 -6.399334 0.50 -0.05 0.89
H -6.427141 -0.950640 -3.710364 1.00 -0.19 -0.84
H -5.989545 -3.172760 -3.137971 0.26 -0.10 0.00
H -4.848784 -3.403691 -4.482822 0.63 -0.73 -0.36
H -6.601274 -3.170000 -4.757469 -0.38 -0.40 -0.61
H -4.617473 -1.007721 -2.486166 0.47 -0.21 -1.07
C -4.411341 -1.365199 1.615793 0.34 -0.66 0.44
C -3.794305 -1.183255 0.264470 0.55 0.73 -1.40
C -2.878627 -2.310895 -0.222616 -1.31 -0.64 2.23
O -4.841643 -0.995090 -0.733216 -0.32 0.19 0.37
H -3.700223 -1.391884 2.460113 -0.01 -0.11 -0.62
H -4.861849 -2.352255 1.520441 -0.54 -0.01 0.58
H -5.139551 -0.592503 1.852158 -0.22 -0.06 -0.20
H -3.183904 -0.282800 0.182542 0.11 0.31 0.47
H -2.235295 -2.663317 0.584916 0.12 0.36 0.32
H -2.240296 -1.982978 -0.973600 0.93 0.47 -1.71
H -3.415760 -3.222162 -0.477996 -0.37 0.25 -0.46
H -5.398074 -0.223270 -0.444380 0.54 -0.61 0.00
C 4.062814 -5.441703 1.269694 -1.02 0.52 0.25
C 4.529435 -5.122744 -0.127440 -0.42 -0.13 -0.15
C 4.676328 -6.410749 -0.945906 -0.48 0.47 -2.43
O 3.461775 -4.322313 -0.681101 0.25 -0.50 0.57
H 4.778586 -6.033632 1.777992 0.54 -1.04 0.52
H 3.020946 -5.848325 1.331222 1.02 -0.21 -0.51
H 3.978166 -4.546952 1.854510 0.14 0.85 0.25
H 5.468230 -4.517721 -0.121655 -0.56 -0.47 0.05
H 3.791953 -7.055199 -0.773915 0.38 0.37 -0.26
H 5.560155 -7.025819 -0.874383 0.48 0.02 0.95
H 4.750074 -6.137347 -2.066211 -0.58 -0.26 1.55
H 3.823282 -3.781351 -1.384167 0.03 0.29 -0.76
C -0.933233 3.208664 3.262949 0.42 1.36 0.18
C -1.583819 2.099561 4.022194 1.08 -1.23 -1.68
C -2.349389 1.207061 2.987748 -0.95 0.73 1.56
O -0.491699 1.335932 4.670649 -1.04 -0.39 -2.10
H -0.560888 4.005373 3.922858 -0.17 -0.13 -0.06
H -1.641094 3.646930 2.567272 0.01 0.24 -0.20
H -0.044146 2.884855 2.696288 -0.47 -0.31 0.13
H -2.303886 2.417077 4.756523 0.04 0.18 0.56
H -3.272332 1.750215 2.676476 0.42 -0.37 0.38
H -2.641235 0.323721 3.576524 -0.03 -0.10 -0.79
H -1.848236 1.011957 2.045090 0.55 -0.33 0.23
H -0.144507 0.882137 3.840338 0.17 0.33 1.84
C -0.145502 2.628771 -3.622846 0.53 -1.10 -1.11
C 1.025981 2.915044 -4.545666 1.01 0.59 -0.41
C 0.654273 3.297839 -5.987147 -0.38 0.98 0.63
O 1.742644 4.050596 -3.960107 0.43 0.32 -0.83
H -0.829200 3.465475 -3.652461 -0.27 0.08 0.42
H 0.207862 2.320336 -2.646161 0.03 0.61 0.47
H -0.613837 1.703670 -3.981374 -0.31 0.33 -0.22
H 1.724258 2.051307 -4.545122 -0.37 0.35 -0.10
H 1.490097 3.488791 -6.667768 0.24 0.10 0.48
H -0.004240 4.198944 -5.972766 0.50 -0.47 0.05
H 0.100974 2.540755 -6.474714 -0.72 -1.07 -0.33
H 2.224673 4.553670 -4.667808 -0.70 -0.88 0.96
C 1.874031 -3.703559 4.345075 0.36 0.17 3.25
C 2.048307 -2.400381 5.189762 -0.68 0.32 -1.38
C 3.180283 -1.476020 4.797748 0.63 -0.22 -0.73
O 0.931718 -1.487341 5.117391 0.43 -0.41 0.03
H 1.045829 -4.315940 4.683245 -0.62 0.24 0.45
H 2.699496 -4.362286 4.595259 0.57 0.05 -0.40
H 1.713664 -3.628294 3.338103 0.11 0.76 -2.68
H 2.198747 -2.736638 6.190782 -0.06 -0.18 1.09
H 4.173457 -1.942844 4.863241 -0.27 -0.09 -0.16
H 3.217323 -0.604939 5.461001 -0.24 -0.13 -0.13
H 2.986570 -1.140271 3.757645 0.31 -0.04 0.55
H 0.099304 -1.945547 5.221403 -0.25 -0.29 0.12
C -3.977591 3.451299 -3.920852 -0.11 -1.40 0.52
C -4.377039 2.294101 -3.013390 -1.03 0.22 0.64
C -3.271496 1.946368 -2.028070 0.27 1.25 -1.71
O -5.485380 2.783291 -2.176636 -0.29 0.07 0.15
H -4.784418 3.627044 -4.605523 -0.06 0.38 -0.75
H -3.033055 3.199688 -4.364837 0.26 -0.13 -0.89
H -3.775262 4.312132 -3.313628 -0.19 0.54 0.43
H -4.788411 1.354320 -3.491792 0.91 1.13 0.04
H -3.734243 1.467538 -1.224434 -0.31 -0.71 1.60
H -2.663992 2.839052 -1.758202 -0.58 -0.55 0.14
H -2.634377 1.259280 -2.546103 0.61 -0.59 -0.09
H -6.239028 3.094002 -2.699290 0.43 -0.13 -0.17
C 4.067760 0.563115 -2.211793 -0.59 0.35 -0.83
O 3.738674 -0.265532 -3.409563 -0.78 2.12 1.07
H 4.077200 1.665765 -2.383827 0.25 -0.76 -0.68
H 3.315496 0.508737 -1.407515 0.37 -0.82 -0.19
H 5.064688 0.245992 -1.928750 -0.11 -0.07 0.37
H 2.951449 0.176991 -3.811810 0.85 -0.87 0.27
C -2.107866 -3.684930 4.755012 0.91 -0.41 -1.01
O -1.690891 -2.603853 3.878173 -0.46 -0.16 0.79
H -3.049455 -3.515839 5.307888 0.49 0.08 -0.35
H -2.174069 -4.555200 4.069390 -0.51 0.49 0.39
H -1.285710 -4.009257 5.424032 -0.40 0.59 0.13
H -1.676674 -1.759825 4.366443 -0.15 -0.54 0.11
C 7.154826 1.270621 0.439227 -1.37 -0.09 0.73
O 5.862891 1.427491 1.130136 0.99 0.28 -0.61
H 6.891743 1.241192 -0.631853 0.54 -0.05 0.39
H 7.846772 2.118546 0.658832 -0.49 -0.74 -0.18
H 7.539014 0.292494 0.795278 0.24 0.69 -0.50
H 5.956591 2.087713 1.838758 0.01 -0.03 0.16
C 2.494538 3.395235 4.858722 0.49 0.60 1.04
O 3.073664 2.136806 4.631726 0.70 -0.28 -0.56
H 3.286354 4.072639 5.249732 -0.27 -0.49 -0.35
H 2.041369 3.896309 4.018809 -0.12 -0.14 -0.68
H 1.768077 3.331794 5.651084 -0.57 -0.02 0.31
H 2.484543 1.496715 4.201292 -0.11 0.39 0.03
C -0.090915 6.678386 -2.810988 0.07 -0.92 -0.13
O 0.320967 5.542115 -2.023369 -0.71 1.24 -0.02
H -1.000790 7.016961 -2.373853 -1.13 0.06 -0.06
H 0.537094 7.540755 -2.696589 1.02 0.22 -0.02
H -0.205537 6.454189 -3.898924 -0.02 0.01 0.85
H 0.758764 4.935199 -2.609330 0.69 -0.56 -0.60
C -6.117554 2.345921 1.065977 -0.30 -0.07 -0.15
O -6.143117 1.355991 0.039468 0.12 -0.10 -0.28
H -6.126735 1.892827 2.089085 -0.60 0.16 -1.02
H -5.206516 2.921309 1.047453 0.59 0.30 -0.24
H -6.942031 3.035934 0.821994 0.10 -0.13 0.92
H -6.078663 1.822035 -0.836882 0.20 -0.20 0.79
C -2.827569 5.771117 -0.073644 0.24 -0.88 -0.14
O -1.750400 4.976583 0.421377 -0.11 -0.08 0.20
H -3.521849 5.121070 -0.664434 0.39 0.72 0.13
H -3.375321 6.111635 0.813259 0.16 0.22 -0.35
H -2.407582 6.603089 -0.666325 -0.63 -0.17 0.21
H -1.131293 4.778881 -0.290678 0.03 0.20 -0.15
C -1.300966 -0.708162 7.674690 -1.19 -0.42 -0.20
O -1.577706 -0.694225 6.291102 -0.84 -1.11 0.12
H -0.256009 -0.572767 7.857355 0.69 0.31 0.30
H -1.947016 0.006480 8.215004 0.48 -0.09 -0.07
H -1.590118 -1.706733 7.989232 0.08 -0.10 0.35
H -1.293543 0.121999 5.917440 0.79 1.27 -0.75
C 6.287971 4.025486 4.145490 -0.47 -0.27 -0.79
O 5.552843 3.272048 3.172677 -1.42 -0.13 0.95
H 7.158386 4.228498 3.579492 1.45 0.29 0.06
H 5.878756 5.012296 4.392030 -0.49 -0.33 0.06
H 6.490239 3.432504 5.030620 0.11 0.05 0.19
H 4.736410 2.895998 3.593725 0.65 0.22 -0.43
```
Forces are in eV/Å.

Mulliken atomic charge list, values in e, 8 entries: atom 1 (O): -0.6817, atom 2 (H): 0.2644, atom 3 (H): 0.3466, atom 4 (O): -0.6023, atom 5 (H): 0.3071, atom 6 (H): 0.2168, atom 7 (C): -1.4832, atom 8 (C): 1.9235

(2)
# C5H8N2

A single C5H8N2 molecule (ωB97M-V/def2-TZVPD, the Open Molecules 2025 dataset).

SMILES = C=C1C=CN(C)N1
HOMO = -6.72 eV
E_tot = -8292.0550 eV
total charge = 0

XYZ file:
```
15
Properties=species:S:1:pos:R:3:forces:R:3
C -2.531186 -0.425626 0.231064 -0.36 0.41 -0.01
C -1.288671 0.121181 0.358650 0.08 -0.07 -0.02
C -0.666324 1.440072 0.396785 0.03 -0.06 0.14
C 0.597135 1.271767 -0.065246 -0.06 -0.07 0.00
N 0.864402 -0.053080 -0.358590 -0.10 0.11 -0.18
C 2.169200 -0.662747 -0.240000 0.09 -0.04 -0.06
N -0.220647 -0.745833 0.190981 -0.22 -0.08 -0.07
H -2.668996 -1.106261 -0.601875 0.10 -0.64 0.55
H -3.412545 -0.123516 0.771396 -0.06 0.61 -0.31
H -1.186481 2.385181 0.477306 0.11 -0.20 0.16
H 1.353290 2.012330 -0.306430 -0.18 -0.13 0.09
H 2.895474 0.011832 -0.701315 -0.09 -0.12 0.09
H 2.170587 -1.599526 -0.806149 0.05 0.13 0.11
H 2.466596 -0.870323 0.796843 -0.13 0.08 -0.09
H -0.541827 -1.655450 -0.143421 0.74 0.07 -0.39
```
Forces are in eV/Å.

Mulliken atomic charge list, values in e, 8 entries: atom 1 (C): -1.0076, atom 2 (C): 0.6471, atom 3 (C): -0.7761, atom 4 (C): -0.1484, atom 5 (N): 0.0935, atom 6 (C): -0.8526, atom 7 (N): -0.3393, atom 8 (H): 0.2197

(3)
# C27H42BaN5O5SSi2Te

A molecular structure, C27H42BaN5O5SSi2Te (ωB97M-V/def2-TZVPD, the Open Molecules 2025 dataset).

HOMO = -5.04 eV
E_tot = -80954.3096 eV
total charge = -1

XYZ file:
```
84
Properties=species:S:1:pos:R:3:forces:R:3
Ba 1.560292 -1.192049 0.458347 -0.35 -0.28 0.26
O 2.915697 2.045341 1.176085 -0.13 0.01 0.05
C 4.203554 2.087587 0.582312 0.01 0.03 -0.01
C 4.268283 1.385121 -0.763870 0.02 -0.06 0.01
N 3.902404 -0.033828 -0.781956 -0.12 -0.04 -0.01
C 4.793781 -0.862206 0.043445 0.01 0.06 -0.02
C 4.658942 -0.647357 1.575528 0.17 0.00 0.07
O 5.690915 -0.658590 2.234203 0.01 -0.04 -0.03
O 3.467059 -0.479414 2.026216 -0.03 0.06 -0.19
C 3.883131 -0.511097 -2.175130 -0.08 0.06 -0.08
C 2.796668 -1.545657 -2.576689 0.17 -0.08 -0.31
O 3.140344 -2.407189 -3.380069 0.00 0.02 0.02
O 1.618270 -1.348134 -2.120174 0.07 0.11 0.37
H 2.928406 1.248682 1.743198 0.12 -0.04 -0.06
H 4.954487 1.697585 1.272053 0.00 0.00 0.00
H 4.449883 3.139284 0.405877 0.00 -0.01 -0.01
H 5.288363 1.522609 -1.165864 0.00 0.02 0.01
H 3.582148 1.897896 -1.443348 0.00 0.02 0.00
H 5.848605 -0.711737 -0.219848 -0.01 0.04 -0.03
H 4.573636 -1.917377 -0.170732 -0.04 0.05 0.06
H 4.858616 -0.899396 -2.485391 0.01 -0.03 0.06
H 3.665887 0.347031 -2.818135 0.01 0.00 0.00
N 1.163071 -6.144321 2.325952 0.05 0.00 0.04
C 1.044847 -4.854341 1.892548 -0.19 -0.13 -0.11
S 2.306935 -4.251533 0.923688 0.06 0.20 0.00
N -0.116371 -4.318734 2.268698 0.12 0.10 -0.04
N -0.270402 -3.000572 2.058376 -0.28 -0.14 -0.06
C -1.487233 -2.588802 2.252060 0.19 0.08 0.10
C -2.606077 -3.522914 2.574304 -0.10 0.04 -0.04
C -2.744864 -4.086862 3.839472 0.04 0.03 -0.01
C -3.821334 -4.909307 4.126845 -0.02 -0.02 0.01
C -4.772675 -5.184932 3.151382 -0.01 -0.01 0.01
C -4.638973 -4.632732 1.887395 0.03 0.02 0.00
C -3.561275 -3.802413 1.603745 -0.01 -0.03 0.01
C -1.775947 -1.142671 2.265619 0.08 -0.01 0.07
C -3.007592 -0.671939 2.741233 0.00 -0.03 -0.05
C -3.219842 0.687527 2.856912 0.01 0.02 0.00
C -2.205873 1.565544 2.502949 -0.03 -0.02 -0.04
C -1.031236 1.021325 2.012511 0.08 0.03 -0.03
N -0.815293 -0.284922 1.883163 0.02 0.00 0.00
H 1.856777 -6.717431 1.881645 0.00 0.02 0.00
H 0.327012 -6.573273 2.686717 0.01 0.00 0.00
H -1.992289 -3.885070 4.590951 0.00 0.00 0.00
H -3.918642 -5.342741 5.114666 0.00 0.00 0.00
H -5.612291 -5.830593 3.377169 0.00 0.00 0.00
H -5.371924 -4.846724 1.119470 0.00 0.00 0.00
H -3.454723 -3.368405 0.616308 0.01 0.00 -0.01
H -3.773361 -1.377172 3.029257 -0.01 0.01 0.01
H -4.165181 1.057988 3.233944 0.00 0.00 0.00
H -2.316643 2.637054 2.594538 0.00 0.00 -0.01
H -0.216273 1.668613 1.703252 0.00 -0.02 0.00
C -1.243267 -0.327813 -4.217580 0.01 0.02 0.02
Si -2.157999 -0.195107 -2.595076 0.04 0.04 -0.03
C -1.725923 -1.658251 -1.518735 0.01 -0.05 -0.05
C -4.017114 -0.134875 -2.877382 0.02 0.00 0.02
C -1.704240 1.413093 -1.715820 -0.01 -0.02 -0.04
Te 0.394770 1.723228 -1.464599 0.04 -0.07 0.04
C 0.172634 3.519645 -0.297965 -0.01 -0.03 -0.02
Si 0.550386 5.060137 -1.285792 -0.01 0.03 0.04
C -0.632712 5.188141 -2.735982 0.02 -0.01 0.02
C 0.340549 6.571369 -0.184948 0.00 -0.03 -0.01
C 2.322705 4.986064 -1.886787 -0.02 -0.01 -0.02
H -1.592856 -1.192667 -4.786349 -0.01 0.00 -0.01
H -0.175295 -0.472636 -4.032461 0.00 -0.01 0.03
H -1.372227 0.563950 -4.835570 -0.01 0.00 -0.01
H -2.214403 -2.564279 -1.888010 -0.03 0.01 0.01
H -2.025886 -1.514184 -0.479065 0.01 0.01 0.04
H -0.651195 -1.848950 -1.578280 0.03 0.01 0.01
H -4.369470 -1.049810 -3.359211 0.01 -0.01 -0.01
H -4.298131 0.708755 -3.511953 0.01 0.00 0.00
H -4.549248 -0.032281 -1.928244 0.00 0.00 0.00
H -2.144112 1.403310 -0.714444 0.01 0.03 0.00
H -2.097134 2.274836 -2.258811 -0.04 -0.02 -0.02
H 0.856508 3.406377 0.546478 0.01 0.02 -0.01
H -0.853266 3.509977 0.077982 0.00 0.01 0.02
H -1.670318 5.220121 -2.394519 0.00 0.00 0.01
H -0.520308 4.327144 -3.398235 0.00 0.00 -0.01
H -0.446350 6.092187 -3.320234 0.01 0.00 0.00
H -0.689175 6.662479 0.168734 0.00 -0.01 0.00
H 0.593496 7.491516 -0.716967 0.00 0.00 -0.01
H 0.988268 6.502071 0.691921 0.01 0.00 0.00
H 2.479711 4.124218 -2.539447 -0.01 0.01 0.00
H 3.014199 4.900009 -1.045110 -0.01 0.00 0.01
H 2.585666 5.885453 -2.448373 0.01 0.00 0.00
```
Forces are in eV/Å.

Mulliken atomic charge list, values in e, 8 entries: atom 1 (Ba): 1.3155, atom 2 (O): -0.4109, atom 3 (C): -1.0564, atom 4 (C): -0.5577, atom 5 (N): 0.6519, atom 6 (C): -0.7460, atom 7 (C): 0.4605, atom 8 (O): -0.7765

- Which of these has the lowest HOMO?
  C42H128O22